## w
Here is the ion C5H6NO with charge +1 from OMol25. Energies are from the ωB97M-V functional and the def2-TZVPD basis.

XYZ file:
```
13
C5H6NO, DFT the ωB97M-V functional and the def2-TZVPD basis
C 0.14866 -1.11809 1.66820
C -0.32085 -0.93347 0.53627
C 0.07085 1.66888 -0.09509
C 0.83961 0.77736 -0.99515
C -0.37814 0.22493 -0.40929
N -0.67126 -2.23601 -0.19845
O -1.53432 -2.92603 0.13098
H 0.56617 -1.12432 2.75088
H 0.40125 1.83373 0.81794
H -0.55416 2.39509 -0.59975
H 0.89829 0.94170 -2.04239
H 1.71124 0.36604 -0.42801
H -1.17733 0.13019 -1.13616
```

The calculation puts the highest occupied orbital energy (spin up / spin down) at -15.298 / -15.296 eV. The charge is +1. As for the frontier orbital gap (spin up / spin down): 7.89 / 7.51 eV.

---

## x
Here is the ion C5H6NO with charge +1 from OMol25. Energies are from the ωB97M-V functional and the def2-TZVPD basis.

XYZ file:
```
13
C5H6NO, DFT the ωB97M-V functional and the def2-TZVPD basis
C 1.11600 1.57275 0.00756
C -0.23549 1.05590 -0.01309
C 2.08756 0.70174 0.00070
C -0.39991 -0.31011 -0.01706
C -1.68685 -1.05446 0.00256
N 0.77508 -0.96343 -0.00860
O 1.11196 -2.09169 0.00831
H 1.25112 2.64810 0.02367
H -1.07875 1.72897 -0.02273
H 3.11913 0.44108 -0.00204
H -2.16729 -1.03463 -0.97542
H -2.36909 -0.60061 0.71474
H -1.52347 -2.09361 0.28140
```

The calculation puts the highest occupied orbital energy (spin up / spin down) at -15.030 / -15.030 eV. The charge is +1. As for the frontier orbital gap (spin up / spin down): 7.80 / 7.80 eV.

---

Result of the stability comparison: w is the least stable of them.